{
  "formula": "C7H14N3O3",
  "method": "ωB97M-V/def2-TZVPD",
  "total_charge": 1,
  "e_homo_ev": [-11.764, -11.885],
  "homo_lumo_gap_ev": [7.26, 7.33],
  "smiles": "COC1=C([N+](=O)[O-])N(C)[C@H](C)[N@H+]1C",
  "fmax_ha_per_bohr": 0.1207,
  "multiplicity": 1,
  "relative_energy_ev": 6.739,
  "energy_ha": -664.61351,
  "species": ["O", "O", "O", "N", "N", "N", "C", "C", "C", "C", "C", "C", "C", "H", "H", "H", "H", "H", "H", "H", "H", "H", "H", "H", "H", "H", "H"],
  "xyz": [[-2.87001, 0.42603, 0.47753], [-0.28141, 2.31434, 0.22119], [-2.80508, -1.43232, -0.60153], [-0.00090, -1.25783, -0.45937], [-2.27329, -0.44663, -0.11043], [1.31486, 0.58509, 0.11422], [-1.57403, 3.00584, 0.34734], [-0.87021, -0.26606, -0.23861], [1.72999, 1.13735, -1.28407], [-0.38394, -2.62700, -0.63931], [1.21536, -0.84966, 0.17868], [-0.13189, 1.00602, 0.25627], [1.22745, -1.39363, 1.58708], [-1.14401, -2.90211, 0.04132], [-2.32188, 2.46634, 0.98635], [0.23315, -1.11386, 1.94607], [1.47103, -2.53526, 1.60243], [2.44059, 0.56012, -1.77506], [1.86942, 1.08172, 0.74760], [-1.43238, 4.10672, 0.76842], [1.93720, -0.82543, 2.11540], [-0.76639, -2.64088, -1.70127], [2.05314, -1.36286, -0.28672], [-1.98969, 3.10668, -0.62493], [0.78699, 1.17697, -1.87982], [0.46211, -3.40687, -0.54022], [2.10381, 2.08720, -1.24859]],
  "mulliken_charge": [-0.61, -0.37, -0.58, 0.07, 0.97, 0.24, -0.69, 0.10, -0.83, -0.92, -0.41, 0.11, -1.16, 0.39, 0.33, 0.34, 0.35, 0.38, 0.40, 0.25, 0.42, 0.33, 0.48, 0.35, 0.32, 0.35, 0.39]
}